(1)
DFT (the ωB97M-V functional and the def2-TZVPD basis) results for one molecule with the formula C3H4N2O in a non-equilibrium geometry.

The SMILES is Cc1nnco1. The charge is 0. The HOMO energy is -9.732 eV. Its energy above the lowest of the compared OMol25 structures with the same formula, charge and spin is 1.873 eV. For the electronic energy, the calculation gives -301.418384 hartree. For the lowest unoccupied orbital energy, the calculation gives 0.03178 hartree.

CARTESIAN COORDINATES (ANGSTROEM)
H 0.468 1.253 1.993
C -0.025 -0.835 -1.673
H -1.062 0.372 1.943
O -0.574 -0.082 -0.748
H -0.721 1.541 0.701
C -0.303 0.832 1.329
N 1.168 -1.287 -1.198
N 1.320 -0.770 -0.012
C 0.269 -0.039 0.291
H -0.540 -0.986 -2.626

Forces on atoms 1 to 6 (eV/Å):
H -0.3 -0.1 -0.4
C 2.8 -1.4 0.7
H -0.2 -0.4 0.0
O -1.7 0.6 -0.8
H -1.1 2.0 -0.4
C 2.1 -0.7 1.5

Need the Mulliken charges? In units of e they are: number 1, H, carries 0.3028; number 2, C, carries 0.0928; number 3, H, carries 0.2639; number 4, O, carries -0.2597; number 5, H, carries 0.3052; number 6, C, carries -0.9542; number 7, N, carries -0.4052; number 8, N, carries -0.3931; number 9, C, carries 0.6855; number 10, H, carries 0.3619



(2)
DFT (the ωB97M-V functional and the def2-TZVPD basis) results for C42H48Ge2N7OPbSe2 as an isolated structure.

The charge is +3. The HOMO energy is -15.630 eV. Its energy above the lowest of the compared OMol25 structures with the same formula, charge and spin is 0.000 eV. For the electronic energy, the calculation gives -11236.512421 hartree. For the lowest unoccupied orbital energy, the calculation gives -0.32423 hartree.

CARTESIAN COORDINATES (ANGSTROEM)
H 4.683 -2.552 -1.197
C 1.079 -3.841 0.613
N 0.799 2.062 2.233
C -2.665 6.729 -1.663
N 2.793 -1.213 1.077
C 0.823 2.720 -3.232
H -4.523 7.013 -2.700
C -1.917 5.960 -0.791
H -0.912 6.245 -0.507
C 4.184 -1.339 4.965
H 2.256 5.081 2.264
C 1.482 -5.313 0.740
H 5.356 -4.864 -1.546
C 3.077 -2.545 3.134
N 3.971 0.827 2.078
C -2.511 -2.413 0.456
C 1.896 4.137 2.648
C 3.562 -2.505 4.404
H -2.667 0.257 -1.152
C 4.245 -3.308 -0.539
H -2.583 -1.952 -0.522
C 2.062 3.789 3.984
H -2.310 1.540 -3.926
C 0.473 0.370 3.970
C 4.327 -0.207 4.242
H -5.680 2.482 -1.114
H -0.036 -3.926 -6.191
N -0.027 -0.444 2.999
H 3.677 -4.803 -2.043
C 0.366 -2.752 -4.451
C -3.092 -4.092 2.032
H 3.476 -3.387 5.026
C -3.974 6.376 -2.020
H -6.181 3.190 0.440
H 4.805 -3.275 0.398
H -5.341 1.625 0.407
H 1.218 3.728 -3.106
C -2.242 -3.490 2.936
C 0.972 1.723 3.513
C -5.418 2.601 -0.064
H 1.541 2.164 -3.835
H -3.886 -3.987 0.023
H 0.174 -2.375 3.804
H 0.690 -5.877 1.233
H -2.234 7.630 -2.076
C -2.666 1.540 -2.896
N -2.095 3.821 0.581
Ge -0.241 0.304 -1.868
Se 3.317 0.426 0.514
H -3.756 1.550 -2.935
C -0.025 -2.931 -5.767
C -3.229 -3.545 0.758
H -5.599 4.981 -1.788
C 4.343 -4.694 -1.185
C -3.830 4.474 -0.642
H -2.343 2.470 -2.424
H -1.306 3.888 1.205
C -3.081 2.920 0.765
H -1.154 -1.458 4.452
H -0.020 2.701 -1.229
H -3.650 -4.976 2.312
H 1.572 1.957 -1.353
O 0.567 0.069 5.142
H 2.551 4.467 4.670
N -4.132 3.283 0.031
H -2.436 -0.615 -2.664
C -0.615 -1.667 3.523
C 0.388 -1.475 -3.889
C 1.727 -2.005 -1.879
C -0.014 -0.397 -4.678
H 2.391 -5.444 1.329
C -4.586 5.243 -1.518
H -0.697 0.282 -6.596
H 4.543 -1.383 5.983
H 0.198 -3.737 -0.023
H 2.604 -3.436 2.747
H 0.816 -3.428 1.587
C 0.794 -1.249 -2.475
C 3.212 -1.379 2.337
C 1.597 2.561 4.423
C 1.259 3.244 1.809
H 1.695 2.231 5.448
H -0.717 -1.992 -7.569
H 1.652 -5.771 -0.233
H 1.130 3.467 0.754
H 0.630 -3.617 -3.856
H 4.109 -5.487 -0.478
H -2.115 -3.885 3.936
Ge 2.433 -2.689 -0.195
C 3.850 -0.202 2.892
C -0.411 -0.570 -5.995
N -1.684 -1.825 1.337
H -0.107 2.805 -3.795
H 4.793 0.685 4.637
H 0.037 0.626 -4.302
H 2.175 -2.717 -2.585
Pb -0.607 0.363 1.070
C -2.535 4.825 -0.286
Se -2.988 1.418 1.890
C -0.413 -1.845 -6.542
C 0.615 2.071 -1.858
C -2.184 0.303 -2.130
C -1.548 -2.344 2.557

Forces on atoms 1 to 6 (eV/Å):
H 0.0 0.0 0.0
C 0.0 0.0 0.0
N -0.1 0.0 0.0
C 0.0 0.0 0.0
N 0.3 -0.1 0.0
C 0.0 0.0 0.0

Atomic partial charges in e from the Mulliken method, atoms 1 to 99: number 1, H, carries 0.5068; number 2, C, carries 0.4902; number 3, N, carries 0.8856; number 4, C, carries -0.6475; number 5, N, carries -0.2051; number 6, C, carries -1.7863; number 7, H, carries 0.4393; number 8, C, carries -0.7390; number 9, H, carries 0.5006; number 10, C, carries -0.7909; number 11, H, carries 0.5650; number 12, C, carries -1.5585; number 13, H, carries 0.4194; number 14, C, carries -0.6187; number 15, N, carries -0.6538; number 16, C, carries -0.5290; number 17, C, carries -0.8544; number 18, C, carries -0.6755; number 19, H, carries 0.4505; number 20, C, carries -0.6736; number 21, H, carries 0.3827; number 22, C, carries -0.7917; number 23, H, carries 0.3622; number 24, C, carries -0.3488; number 25, C, carries -0.6835; number 26, H, carries 0.3675; number 27, H, carries 0.4461; number 28, N, carries 0.3266; number 29, H, carries 0.2941; number 30, C, carries -0.5517; number 31, C, carries -0.6224; number 32, H, carries 0.5012; number 33, C, carries -0.7148; number 34, H, carries 0.3772; number 35, H, carries 0.4446; number 36, H, carries 0.2949; number 37, H, carries 0.4437; number 38, C, carries -0.9683; number 39, C, carries 0.6687; number 40, C, carries -0.9809; number 41, H, carries 0.4837; number 42, H, carries 0.5175; number 43, H, carries 0.3117; number 44, H, carries 0.4300; number 45, H, carries 0.4425; number 46, C, carries -1.3531; number 47, N, carries 0.2811; number 48, Ge, carries -0.7036; number 49, Se, carries 0.2990; number 50, H, carries 0.4465; number 51, C, carries -0.8077; number 52, C, carries -0.9071; number 53, H, carries 0.4814; number 54, C, carries -1.2583; number 55, C, carries 0.5373; number 56, H, carries 0.1356; number 57, H, carries 0.1663; number 58, C, carries -0.2333; number 59, H, carries 0.6549; number 60, H, carries -0.4026; number 61, H, carries 0.4854; number 62, H, carries 0.3204; number 63, O, carries -0.6688; number 64, H, carries 0.4748; number 65, N, carries 0.3228; number 66, H, carries 0.6961; number 67, C, carries -0.8015; number 68, C, carries -0.2000; number 69, C, carries -0.9835; number 70, C, carries 0.2279; number 71, H, carries 0.3102; number 72, C, carries -0.7270; number 73, H, carries 0.4704; number 74, H, carries 0.4548; number 75, H, carries 0.6048; number 76, H, carries 0.5343; number 77, H, carries -0.3467; number 78, C, carries 0.9570; number 79, C, carries 1.2602; number 80, C, carries -0.6889; number 81, C, carries -0.6643; number 82, H, carries 0.6687; number 83, H, carries 0.4300; number 84, H, carries 0.4517; number 85, H, carries 0.4829; number 86, H, carries 0.4969; number 87, H, carries 0.3394; number 88, H, carries 0.6105; number 89, Ge, carries 0.2064; number 90, C, carries 0.4009; number 91, C, carries -1.1080; number 92, N, carries 0.7617; number 93, H, carries 0.3507; number 94, H, carries 0.5814; number 95, H, carries 0.3381; number 96, H, carries 0.5091; number 97, Pb, carries 1.2266; number 98, C, carries 0.5711; number 99, Se, carries -0.1976



(3)
DFT (the ωB97M-V functional and the def2-TZVPD basis) results for a 8-piece molecular cluster, C28H40Br6N2O9 overall in a non-equilibrium geometry.

The SMILES is C[C@H]1COC(=O)O1.C[C@H]1COC(=O)O1.C[C@H]1COC(=O)O1.c1ccncc1.c1ccncc1.BrCCBr.BrCCBr.BrCCBr. The charge is 0. The HOMO energy is -9.736 eV. For the electronic energy, the calculation gives -17321.716002 hartree. For the lowest unoccupied orbital energy, the calculation gives 0.00494 hartree.

CARTESIAN COORDINATES (ANGSTROEM)
O 0.876 -2.115 1.177
C 2.889 0.261 -2.355
C -3.606 1.631 4.536
C 0.903 1.179 2.110
O 2.119 -4.327 -6.237
H 1.132 5.409 -2.040
H -3.310 -2.646 0.984
H -1.897 3.906 -4.638
H 1.162 -1.070 6.854
H -1.134 1.599 -0.070
C 2.786 -4.597 -2.842
Br -1.804 -3.190 -1.924
H 3.371 -0.327 -1.570
H 2.381 -4.270 -0.803
C 0.816 -1.330 5.907
C -2.885 1.357 7.075
C 0.345 6.431 -4.971
H -2.107 0.885 7.603
H 2.580 -2.535 5.274
H 1.653 1.764 2.519
C -1.499 2.469 4.441
H 0.755 -5.409 -2.699
C -2.888 -2.691 1.943
H -1.076 5.689 -6.421
H 1.650 -1.792 3.961
H 2.014 -6.663 -2.642
O 0.645 -0.134 0.174
C -2.620 -0.528 -2.118
H -3.883 0.893 3.771
H -0.310 3.031 0.578
H -0.655 3.671 -2.634
C 0.866 1.277 0.613
H -3.656 -0.797 -2.304
H -0.554 -1.108 -2.586
Br 3.055 -0.120 4.867
H -2.687 2.413 7.297
C 0.572 5.390 -2.981
C 1.582 1.694 -4.253
C 1.394 0.337 -4.034
C -1.079 4.582 -4.498
H -1.724 -1.677 -3.795
Br -0.414 -2.802 6.266
H 0.628 -0.207 -4.653
H -0.942 -3.366 1.272
N 0.980 6.307 -3.857
C -2.726 0.947 5.624
H 0.066 2.329 -1.019
C 2.567 2.300 -3.495
H 0.138 -0.560 5.537
O 1.140 -0.216 2.362
H -3.830 1.053 7.461
O 2.731 -3.882 -4.102
O -2.775 2.594 3.943
H -3.620 -2.848 2.705
H -1.338 -3.894 2.929
H 0.722 7.119 -5.766
H 3.063 -2.808 -1.635
C 2.159 -4.594 -5.061
H 3.797 -5.039 -2.827
C 0.842 -0.934 1.257
C 1.762 -5.713 -3.042
H 4.094 2.066 -2.099
C 2.385 -3.668 -1.723
N 2.002 -0.382 -3.095
H -4.519 2.091 4.874
O -0.543 3.140 4.206
Br -2.261 -0.829 2.189
Br -2.493 1.276 -2.858
O -1.430 1.359 5.183
C -1.579 -1.447 -2.757
Br -2.181 -5.282 1.076
H -0.091 1.451 2.505
C -0.673 5.531 -5.437
C -0.403 4.470 -3.289
C -0.223 2.128 0.002
H 0.961 2.173 -4.971
H 1.361 -3.263 -1.855
H -2.793 -0.157 5.601
C 1.941 -1.688 4.980
O 1.711 -5.804 -4.527
C -1.718 -3.646 1.936
H 1.844 1.584 0.152
H -2.505 -0.392 -1.051
C 3.273 1.582 -2.553
H 2.719 3.374 -3.654

Forces on atoms 1 to 6 (eV/Å):
O -0.1 -0.9 0.4
C 1.1 -0.2 0.6
C -0.3 -1.6 0.1
C -2.2 -1.2 -0.8
O -0.2 -0.2 1.6
H -0.3 -0.3 -0.2

Need the Mulliken charges? In units of e they are: number 1, O, carries -0.5809; number 2, C, carries -0.0121; number 3, C, carries -0.3160; number 4, C, carries 0.1211; number 5, O, carries -0.5637; number 6, H, carries 0.4378; number 7, H, carries 0.3673; number 8, H, carries 0.3706; number 9, H, carries 0.4540; number 10, H, carries 0.1716; number 11, C, carries 0.4529; number 12, Br, carries -0.1729; number 13, H, carries 0.3943; number 14, H, carries 0.4747; number 15, C, carries -0.1842; number 16, C, carries -1.6433; number 17, C, carries -0.2254; number 18, H, carries 0.4156; number 19, H, carries 0.4384; number 20, H, carries 0.6533; number 21, C, carries 0.6952; number 22, H, carries 0.1656; number 23, C, carries -0.5642; number 24, H, carries 0.4053; number 25, H, carries -0.2308; number 26, H, carries 0.3630; number 27, O, carries 0.0088; number 28, C, carries -0.1755; number 29, H, carries 0.1242; number 30, H, carries 0.4318; number 31, H, carries -0.0235; number 32, C, carries 0.6481; number 33, H, carries 0.4552; number 34, H, carries -0.2697; number 35, Br, carries -0.1988; number 36, H, carries 0.3454; number 37, C, carries -0.3365; number 38, C, carries -0.6196; number 39, C, carries -0.2714; number 40, C, carries -0.5157; number 41, H, carries 0.5242; number 42, Br, carries -0.2175; number 43, H, carries 0.2979; number 44, H, carries -0.2476; number 45, N, carries -0.5457; number 46, C, carries 0.6147; number 47, H, carries -0.0694; number 48, C, carries -0.1925; number 49, H, carries -0.1300; number 50, O, carries -0.0597; number 51, H, carries 0.4186; number 52, O, carries -0.3102; number 53, O, carries -0.3477; number 54, H, carries 0.3853; number 55, H, carries 0.3526; number 56, H, carries 0.2934; number 57, H, carries 0.0780; number 58, C, carries 0.6611; number 59, H, carries 0.2719; number 60, C, carries 0.0931; number 61, C, carries -0.3438; number 62, H, carries 0.5295; number 63, C, carries -0.8839; number 64, N, carries 0.0065; number 65, H, carries 0.3243; number 66, O, carries -0.5675; number 67, Br, carries -0.0985; number 68, Br, carries -0.1655; number 69, O, carries -0.2997; number 70, C, carries -0.0162; number 71, Br, carries -0.1522; number 72, H, carries -0.6063; number 73, C, carries -0.4334; number 74, C, carries 0.5766; number 75, C, carries -1.0531; number 76, H, carries 0.5162; number 77, H, carries -0.0247; number 78, H, carries 0.2489; number 79, C, carries 0.1177; number 80, O, carries -0.3787; number 81, C, carries 0.0032; number 82, H, carries 0.1263; number 83, H, carries -0.1516; number 84, C, carries -1.0520; number 85, H, carries 0.4180



(4)
DFT (the ωB97M-V functional and the def2-TZVPD basis) results for C6H12AlF3NO10S2 as an isolated structure in a non-equilibrium geometry.

The charge is +1. The HOMO energy is -14.062 eV. Its energy above the lowest of the compared OMol25 structures with the same formula, charge and spin is 0.000 eV. For the electronic energy, the calculation gives -2380.827934 hartree. For the lowest unoccupied orbital energy, the calculation gives -0.37915 hartree.

CARTESIAN COORDINATES (ANGSTROEM)
H 32.854 -7.625 33.119
F 31.927 -9.133 29.244
O 28.915 -7.999 33.083
C 28.521 -8.509 34.364
H 32.699 -2.278 26.434
O 26.159 -3.876 29.372
H 27.466 -8.743 34.234
H 32.517 -3.138 24.892
H 34.026 -3.228 25.881
O 30.908 -7.658 33.888
Al 29.713 -7.498 28.908
O 32.404 -4.263 26.677
H 32.647 -7.342 34.834
H 32.177 -6.035 33.674
O 30.578 -4.330 25.478
C 29.190 -4.501 25.220
O 30.556 -7.585 31.660
O 27.952 -3.535 27.773
F 29.868 -4.823 31.493
C 30.166 -7.703 32.809
C 31.127 -4.553 26.649
S 28.703 -4.028 30.752
C 32.942 -3.195 25.889
H 28.955 -9.480 34.600
H 29.061 -4.520 24.141
O 29.493 -2.945 30.279
C 32.244 -7.104 33.855
H 28.647 -7.830 35.202
O 27.700 -3.825 31.731
F 26.887 -5.686 28.023
O 30.583 -5.082 27.611
S 27.338 -4.350 28.753
N 28.409 -5.219 29.693
H 28.706 -5.345 25.704
H 28.658 -3.595 25.505

Forces on atoms 1 to 6 (eV/Å):
H -0.1 0.2 -0.2
F -2.4 1.6 -0.5
O -0.1 0.0 -0.6
C -0.9 -0.7 0.4
H -0.1 0.0 -0.2
O 0.5 -0.3 0.8

Need the Mulliken charges? In units of e they are: number 1, H, carries 0.3229; number 2, F, carries -0.3936; number 3, O, carries -0.2989; number 4, C, carries -0.6827; number 5, H, carries 0.2955; number 6, O, carries -0.4779; number 7, H, carries 0.2681; number 8, H, carries 0.3216; number 9, H, carries 0.2609; number 10, O, carries -0.3401; number 11, Al, carries 1.5168; number 12, O, carries -0.3177; number 13, H, carries 0.2384; number 14, H, carries 0.2995; number 15, O, carries -0.3535; number 16, C, carries -0.5526; number 17, O, carries -0.4910; number 18, O, carries -0.4538; number 19, F, carries -0.2146; number 20, C, carries 0.8800; number 21, C, carries 0.7143; number 22, S, carries 0.9900; number 23, C, carries -0.6416; number 24, H, carries 0.3257; number 25, H, carries 0.2914; number 26, O, carries -0.5077; number 27, C, carries -0.6594; number 28, H, carries 0.3037; number 29, O, carries -0.4590; number 30, F, carries -0.2759; number 31, O, carries -0.4560; number 32, S, carries 1.0148; number 33, N, carries 0.0262; number 34, H, carries 0.2293; number 35, H, carries 0.2771



Calculated gap between HOMO and LUMO (eV), listed in the same order as above: 10.6; 6.8; 9.9; 3.7